DFT (ωB97M-V/def2-TZVPD) results for an isolated molecule of C11H21N3O3.

Geometry as XYZ:
```
38
Properties=species:S:1:pos:R:3:forces:R:3
C 1.555 -0.276 5.052 -0.270 1.365 -1.775
N 1.359 -1.128 3.840 1.816 0.036 -0.598
C 0.183 -1.721 3.553 0.875 0.749 -3.261
O -0.689 -1.879 4.330 -2.377 -0.443 2.257
C -0.062 -2.197 2.007 2.025 0.090 0.495
C -1.009 -3.395 1.931 0.693 -0.698 2.178
N -0.367 -1.130 0.953 -0.081 -2.493 1.616
C 0.513 -0.199 0.576 1.166 1.624 2.847
O 1.646 -0.092 1.086 -0.664 -0.793 -1.009
C -0.085 0.990 -0.101 0.848 0.506 -2.287
N 0.953 1.728 -0.892 0.198 0.241 0.174
C 0.759 2.113 -2.246 1.764 0.081 2.630
C 1.838 3.062 -2.722 0.593 1.006 -0.081
O -0.153 1.723 -2.900 -1.365 -0.423 -0.959
C -0.917 1.910 0.757 -1.524 0.831 -0.137
C -2.080 1.195 1.466 1.296 0.922 1.846
C -1.643 2.959 -0.154 2.042 2.778 1.420
H 0.939 -0.643 5.869 0.265 -0.119 -0.014
H 1.122 0.734 4.707 0.795 -1.113 1.042
H 2.648 -0.133 5.322 -1.453 -0.483 -0.392
H 2.024 -1.013 3.042 -1.036 0.129 1.016
H 0.931 -2.584 1.709 -0.341 0.213 -0.046
H -0.602 -4.402 2.340 -0.378 2.009 -0.645
H -1.203 -3.479 0.936 -0.255 -0.920 -3.144
H -2.006 -3.281 2.323 -0.165 0.506 0.876
H -1.334 -1.089 0.678 0.117 0.199 -0.235
H -0.832 0.616 -0.772 -0.160 -0.264 -1.166
H 1.831 2.027 -0.386 -1.747 -0.660 -0.892
H 2.237 2.852 -3.730 -0.848 0.241 0.281
H 2.712 2.999 -2.099 0.455 -0.376 0.527
H 1.568 4.145 -2.565 -0.267 -1.088 -0.647
H -0.287 2.385 1.528 -0.236 0.087 -0.361
H -2.884 0.869 0.818 -0.059 -0.212 -0.052
H -1.633 0.446 2.103 -0.416 -0.850 -0.086
H -2.433 1.876 2.265 -0.428 -0.012 -0.812
H -2.384 3.526 0.501 1.122 -0.442 -0.888
H -0.881 3.694 -0.645 -1.346 -1.002 1.139
H -2.184 2.609 -0.986 -0.655 -1.219 -0.861
```
Forces are in eV/Å.

- Gap between HOMO and LUMO: 9.97 eV
- Structure (SMILES): CNC(=O)[C@@H](C)NC(=O)[C@H](NC(C)=O)C(C)C
- LUMO: 0.0260 Eh
- ΔE to the lowest compared entry with this formula, charge and spin: 39.35 kcal per mole



DFT (ωB97M-V/def2-TZVPD) results for a structure of composition CH6N2OS.

Geometry as XYZ:
```
11
Properties=species:S:1:pos:R:3:forces:R:3
C 0.352 1.161 0.032 0.803 -0.115 1.410
N 0.904 1.414 1.163 -0.323 0.867 -2.121
N -1.795 0.070 -1.070 2.173 0.828 0.001
O -0.373 -1.318 0.752 -0.238 1.835 -0.529
S -1.179 0.231 0.335 -0.164 -1.969 -0.877
H 1.914 -1.410 -0.342 -0.617 -0.917 -1.420
H 0.728 1.524 -0.971 -1.026 -0.629 0.904
H -1.033 -1.807 1.247 -0.307 -0.106 0.311
H 1.635 2.104 0.941 0.300 -0.447 0.527
H -2.750 -0.159 -1.129 -1.395 -0.248 0.492
H 1.597 -1.808 -0.957 0.795 0.901 1.301
```
Forces are in eV/Å.

- Gap between HOMO and LUMO: 9.50 eV
- LUMO: 0.0061 Eh
- ΔE to the lowest compared entry with this formula, charge and spin: 95.04 kcal per mole



DFT (ωB97M-V/def2-TZVPD) results for the ion C33H52N2O3 with charge +2.

Geometry as XYZ:
```
90
Properties=species:S:1:pos:R:3:forces:R:3
C 9.167 2.539 -2.331 -0.012 -0.117 0.182
C 8.360 1.369 -1.787 -0.067 0.288 -0.773
N 8.609 1.003 -0.358 0.056 -0.014 0.002
C 10.020 0.519 -0.225 0.752 -0.295 0.161
C 10.408 -0.060 1.128 -0.167 0.095 -0.094
C 8.421 2.184 0.542 -0.194 0.664 0.446
C 7.084 2.903 0.433 0.098 -0.163 -0.082
C 7.630 -0.052 0.046 -0.524 -0.611 0.059
C 7.720 -1.393 -0.681 0.003 0.048 0.129
C 6.688 -2.369 -0.103 -0.296 0.340 -0.175
C 5.239 -2.050 -0.466 0.141 -0.401 -0.028
O 4.821 -0.872 0.209 0.030 0.105 0.130
C 3.480 -0.657 0.376 -0.265 0.118 0.032
C 3.134 0.362 1.265 0.111 -0.114 -0.093
C 1.810 0.669 1.542 -0.045 -0.103 -0.102
C 0.816 -0.061 0.920 0.583 -0.383 -0.388
C 1.167 -1.070 0.008 0.498 0.457 0.382
C 2.480 -1.376 -0.282 0.133 0.003 0.002
C -0.067 -1.714 -0.519 -0.021 -0.217 -0.200
O -0.152 -2.594 -1.340 0.017 0.145 0.147
C -1.173 -1.022 0.197 -0.419 0.477 0.452
C -2.526 -1.276 0.121 -0.105 0.002 0.022
C -3.380 -0.515 0.920 0.255 0.110 0.035
O -4.739 -0.676 0.985 0.060 0.160 0.040
C -5.336 -1.830 0.425 -0.199 -0.308 -0.260
C -5.804 -1.608 -1.019 0.117 0.256 0.372
C -6.605 -0.311 -1.191 -0.072 -0.046 -0.011
C -7.933 -0.390 -0.440 0.633 -0.564 -0.119
N -8.752 0.859 -0.399 -0.026 -0.010 0.010
C -7.965 2.001 0.169 0.474 0.601 0.388
C -7.246 1.734 1.484 -0.126 -0.126 -0.130
C -9.940 0.622 0.482 -0.699 -0.186 0.419
C -10.932 -0.430 0.009 0.187 0.070 -0.062
C -9.174 1.206 -1.792 -0.291 0.263 -0.734
C -10.135 2.378 -1.928 0.109 -0.103 0.155
C -2.859 0.495 1.730 -0.130 -0.106 -0.079
C -1.496 0.746 1.795 0.033 -0.111 -0.116
C -0.642 -0.028 1.034 -0.658 -0.358 -0.283
H 8.879 2.681 -3.370 -0.032 -0.015 -0.051
H 10.236 2.349 -2.318 0.089 0.017 -0.013
H 8.964 3.469 -1.809 -0.011 0.104 0.043
H 7.296 1.586 -1.887 0.038 -0.130 0.102
H 8.583 0.488 -2.391 -0.085 -0.016 0.185
H 10.183 -0.234 -0.996 -0.102 0.134 -0.042
H 10.674 1.365 -0.438 -0.171 -0.028 -0.095
H 11.456 -0.345 1.072 0.056 -0.002 -0.028
H 10.314 0.661 1.934 0.003 0.031 0.089
H 9.843 -0.953 1.379 -0.053 -0.092 0.043
H 8.541 1.832 1.567 0.104 -0.077 -0.149
H 9.226 2.890 0.333 0.039 -0.168 -0.008
H 7.089 3.714 1.157 0.027 0.036 0.044
H 6.925 3.344 -0.547 -0.032 0.050 -0.095
H 6.244 2.258 0.673 -0.094 -0.034 0.015
H 7.756 -0.228 1.115 0.023 0.149 -0.023
H 6.626 0.341 -0.107 0.224 0.147 0.062
H 7.523 -1.280 -1.747 0.082 0.008 -0.058
H 8.706 -1.841 -0.558 0.079 0.039 -0.071
H 6.776 -2.404 0.984 0.005 -0.109 0.064
H 6.904 -3.365 -0.489 0.004 -0.024 0.039
H 5.136 -1.914 -1.551 -0.047 -0.051 0.074
H 4.613 -2.894 -0.158 0.006 0.089 -0.060
H 3.929 0.901 1.757 0.104 0.045 0.060
H 1.575 1.454 2.243 -0.008 0.094 0.096
H 2.695 -2.154 -0.996 0.046 -0.100 -0.080
H -2.876 -2.054 -0.540 -0.067 -0.096 -0.074
H -6.186 -2.056 1.076 0.120 -0.027 -0.046
H -4.657 -2.686 0.470 -0.064 0.050 0.064
H -4.933 -1.546 -1.673 -0.033 -0.066 -0.056
H -6.395 -2.470 -1.327 0.016 -0.099 -0.060
H -5.987 0.505 -0.817 -0.031 0.086 -0.051
H -6.772 -0.160 -2.258 -0.008 0.083 0.015
H -7.738 -0.674 0.594 -0.166 0.050 0.003
H -8.541 -1.170 -0.900 -0.082 0.121 0.103
H -7.234 2.303 -0.582 -0.151 -0.061 -0.055
H -8.659 2.830 0.313 -0.021 -0.133 -0.158
H -6.463 0.986 1.395 0.064 -0.063 -0.010
H -6.773 2.665 1.789 0.004 0.076 -0.001
H -7.927 1.447 2.280 -0.042 -0.013 0.099
H -10.459 1.575 0.594 0.181 0.003 -0.010
H -9.564 0.328 1.462 0.099 0.129 -0.113
H -11.735 -0.474 0.741 -0.027 0.017 0.052
H -10.495 -1.423 -0.048 0.004 -0.087 -0.014
H -11.381 -0.183 -0.948 -0.058 0.011 -0.098
H -8.269 1.431 -2.358 0.000 -0.138 0.147
H -9.630 0.316 -2.227 0.136 -0.028 0.102
H -10.333 2.518 -2.988 0.010 -0.012 -0.059
H -11.090 2.197 -1.443 -0.101 -0.002 0.045
H -9.715 3.306 -1.553 0.006 0.092 0.022
H -3.547 1.070 2.330 -0.086 0.049 0.081
H -1.123 1.524 2.442 0.026 0.095 0.094
```
Forces are in eV/Å.

- Gap between HOMO and LUMO: 7.49 eV
- Total charge: +2
- Structure (SMILES): CC[N+](CC)(CC)CCCCOc1ccc2c(c1)C(=O)c1cc(OCCCC[N+](CC)(CC)CC)ccc1-2
- LUMO: -0.1475 Eh
- ΔE to the lowest compared entry with this formula, charge and spin: 1.49 kcal per mole



DFT (ωB97M-V/def2-TZVPD) results for a cluster of 2 separate species, C4H7Br in total.

Geometry as XYZ:
```
12
Properties=species:S:1:pos:R:3:forces:R:3
C -0.746 1.897 0.343 0.223 0.365 0.141
C -1.176 0.728 -0.004 -0.235 -0.077 -0.142
C -1.614 -0.427 -0.399 -0.156 -0.161 -0.139
H -1.421 2.715 0.529 -0.222 0.081 0.035
H 0.306 2.109 0.449 0.213 -0.097 -0.005
H -1.738 -0.639 -1.449 -0.003 0.025 -0.177
H -1.875 -1.215 0.287 -0.016 -0.070 0.224
C 1.735 -1.009 0.608 -0.029 -0.088 0.060
Br 2.987 0.119 -0.345 -0.013 0.023 -0.014
H 1.735 -0.702 1.649 0.011 -0.008 -0.026
H 2.067 -2.038 0.511 0.016 0.047 -0.005
H 0.753 -0.869 0.167 0.211 -0.042 0.047
```
Forces are in eV/Å.

- Gap between HOMO and LUMO: 10.83 eV
- Structure (SMILES): C=C=C.CBr
- LUMO: 0.0337 Eh
- ΔE to the lowest compared entry with this formula, charge and spin: 37.97 kcal per mole



- Number 4 is which compound?
  C4H7Br